Entry 1:
A molecular structure, C27H49NO2P2Pb in a non-equilibrium geometry, computed with the ωB97M-V functional and the def2-TZVPD basis.

Element x y z (Å)
Pb 0.74 0.18 -0.54
C 0.26 1.36 1.51
O 0.82 2.31 2.02
C -1.77 0.34 -0.37
O -2.86 0.50 -0.05
P 0.12 2.54 -1.78
C -0.06 2.22 -3.60
H -0.08 3.24 -4.02
C -1.35 3.58 -1.32
H -2.19 2.88 -1.46
C 1.79 3.41 -1.62
H 2.46 2.66 -2.07
C 1.50 -3.32 0.97
P 0.00 -2.56 0.09
H -0.34 -4.23 -1.52
H 2.29 -3.22 0.20
C -1.54 -3.44 0.74
H -1.21 -4.50 0.75
C -1.33 3.98 0.16
H -2.32 4.38 0.41
H -0.58 4.75 0.37
H -1.15 3.13 0.83
C -1.57 4.79 -2.21
H -0.78 5.54 -2.09
H -2.52 5.26 -1.90
H -1.66 4.53 -3.27
C 1.91 4.69 -2.43
H 1.65 4.57 -3.49
H 2.97 4.99 -2.38
H 1.32 5.51 -1.99
C 2.26 3.66 -0.19
H 3.27 4.10 -0.27
H 2.37 2.76 0.42
H 1.61 4.37 0.34
C 1.14 1.45 -4.16
H 2.08 1.99 -4.02
H 0.99 1.31 -5.24
H 1.23 0.45 -3.71
C -1.38 1.51 -3.94
H -1.43 0.51 -3.49
H -1.43 1.37 -5.03
H -2.27 2.08 -3.63
C 1.36 -4.80 1.30
H 1.14 -5.43 0.43
H 0.59 -4.97 2.07
H 2.31 -5.14 1.72
C 1.98 -2.53 2.19
H 1.21 -2.48 2.97
C -0.60 -2.51 -2.77
H 2.31 -1.51 1.94
H 2.85 -3.07 2.60
C 1.61 -3.50 -2.09
H 0.01 -1.69 -3.20
H -0.80 -3.24 -3.59
H -1.56 -2.08 -2.46
C 0.17 -3.26 -1.65
H 1.58 -3.78 -3.15
H 2.07 -4.32 -1.53
H 2.22 -2.59 -1.99
C -2.71 -3.27 -0.24
H -2.92 -2.20 -0.40
H -3.59 -3.72 0.24
H -2.51 -3.76 -1.20
C -1.95 -3.04 2.16
H -2.39 -2.04 2.16
H -1.11 -3.06 2.88
H -2.72 -3.76 2.51
H 0.55 -1.93 -5.47
H 0.53 -1.24 -5.76
N -0.59 0.49 2.19
C -0.58 -0.21 3.20
C -0.32 -0.20 4.58
C -1.46 -0.02 5.40
C -1.27 0.15 6.77
C 0.00 0.03 7.32
C 1.13 -0.20 6.52
C 0.98 -0.37 5.14
H -2.45 -0.02 4.94
H -2.14 0.39 7.39
H 0.13 0.08 8.40
H 2.13 -0.23 6.95
H 1.83 -0.63 4.51

As for the total charge: +4. The value obtained for the LUMO energy is -15.894 eV.

---

Entry 2:
A molecular structure, C27H50Br16F8O5P2 in a non-equilibrium geometry, computed with the ωB97M-V functional and the def2-TZVPD basis.

Element x y z (Å)
C -2.43 -10.82 -1.21
C -3.74 -10.63 -2.11
P -5.03 -9.56 -1.19
C -6.17 -10.82 -0.36
O -5.85 -8.72 -2.46
P -6.08 -7.08 -2.02
O -6.63 -7.10 -0.59
O -7.21 -6.43 -3.11
C -6.72 -6.54 -4.49
O -4.68 -6.17 -2.21
C -4.79 -4.86 -1.58
C -4.55 -3.64 -2.57
O -3.26 -3.04 -2.31
C -3.32 -1.61 -2.59
C -1.87 -1.11 -3.02
F -1.46 -0.19 -2.00
F -1.04 -2.25 -3.04
C -1.81 -0.32 -4.39
F -2.76 -0.86 -5.30
F -2.23 1.00 -4.13
C -0.41 -0.38 -5.15
F -0.56 0.42 -6.32
F -0.13 -1.67 -5.66
C 0.83 0.24 -4.37
F 0.70 1.65 -4.17
F 1.15 -0.42 -3.17
H -1.60 -11.26 -1.86
H -2.05 -9.81 -0.82
H -2.70 -11.50 -0.34
H -4.15 -11.67 -2.35
H -3.52 -10.12 -3.10
H -7.25 -10.49 -0.29
H -5.83 -11.08 0.68
H -6.09 -11.79 -0.98
H -5.64 -6.88 -4.50
H -7.33 -7.34 -5.01
H -6.80 -5.52 -4.97
H -5.83 -4.74 -1.13
H -4.04 -4.76 -0.72
H -4.63 -3.93 -3.67
H -5.36 -2.87 -2.33
H -3.61 -1.10 -1.61
H -4.15 -1.37 -3.33
H 1.74 0.12 -5.06
Br 5.12 0.16 -2.68
C 3.85 0.65 -1.30
C 4.09 2.06 -0.81
Br 5.63 2.15 0.38
H 3.93 -0.09 -0.51
H 2.87 0.57 -1.77
H 3.25 2.41 -0.21
H 4.27 2.77 -1.62
Br -7.70 -11.01 3.08
C -7.79 -9.14 3.65
C -6.68 -8.32 3.03
Br -4.98 -8.65 3.92
H -7.77 -9.14 4.74
H -8.76 -8.79 3.31
H -6.87 -7.26 3.16
H -6.53 -8.53 1.97
Br 3.46 -0.45 -6.32
C 2.62 -0.54 -8.08
C 3.46 -1.32 -9.05
Br 4.98 -0.27 -9.68
H 2.44 0.49 -8.39
H 1.66 -1.03 -7.91
H 2.89 -1.56 -9.94
H 3.87 -2.24 -8.62
Br 3.30 5.77 5.54
C 3.74 4.28 4.36
C 4.49 4.76 3.14
Br 3.28 5.60 1.85
H 2.81 3.78 4.12
H 4.37 3.62 4.95
H 4.93 3.92 2.60
H 5.27 5.49 3.36
Br 2.60 3.31 -8.11
C 1.33 3.80 -6.72
C 1.57 5.21 -6.23
Br 3.11 5.29 -5.05
H 1.41 3.06 -5.94
H 0.35 3.72 -7.19
H 0.73 5.56 -5.63
H 1.76 5.92 -7.04
Br 7.76 7.34 4.79
C 6.48 7.84 6.18
C 6.71 9.25 6.66
Br 8.25 9.35 7.85
H 6.57 7.09 6.97
H 5.50 7.75 5.71
H 5.87 9.59 7.26
H 6.89 9.95 5.85
Br 5.03 12.30 8.74
C 6.90 12.69 9.12
C 7.14 14.18 9.21
Br 7.19 14.99 7.44
H 7.49 12.20 8.35
H 7.10 12.21 10.08
H 8.12 14.38 9.64
H 6.37 14.70 9.78
Br -0.15 3.49 8.38
C -0.26 5.36 8.92
C 0.84 6.18 8.27
Br 2.55 5.88 9.16
H -0.23 5.38 10.00
H -1.23 5.70 8.58
H 0.64 7.24 8.39
H 0.98 5.95 7.22

As for the total charge: 0. The value obtained for the LUMO energy is 0.363 eV.